The following is a DFT calculation (ωB97M-V/def2-TZVPD) of 2 unconnected molecules or ions with the total composition C2H7N4 in a non-equilibrium geometry.

The calculation puts the LUMO energy (alpha / beta) at -6.33 / -6.33 eV. Its electronic energy is -298.9631 Eh. For the HOMO energy (alpha / beta), the calculation gives -13.23 / -13.23 eV. The value obtained for the gap between HOMO and LUMO (alpha / beta) is 6.9 / 6.9 eV. For the relative energy (zero: lowest compared OMol25 entry of this formula, charge and spin), the calculation gives 7.0455 eV.

Geometry as ORCA input:
```
! RIJCOSX wB97M-V def2-TZVPD def2/J DEFGRID3
* xyz 1 1
C -0.590 0.327 0.863
N 2.557 -0.347 -0.087
H -0.982 1.217 0.529
N 2.393 0.929 0.104
H -2.215 -0.897 -1.305
H 3.474 -0.855 -0.167
H -2.823 0.545 -1.201
N 1.391 -0.999 -0.044
C 0.530 -0.206 0.441
H 3.215 1.430 0.086
H -3.084 -0.589 0.075
H -1.355 -0.325 1.364
N -2.511 -0.231 -0.657
*
```

Atomic partial charges in e from the Mulliken method, atoms 1 to 4:
1. C -0.5277
2. N 0.5436
3. H 0.3430
4. N -0.5061



The following is a DFT calculation (ωB97M-V/def2-TZVPD) of 2 unconnected molecules or ions with the total composition C2H7N4 in a non-equilibrium geometry.

The calculation puts the LUMO energy at -5.58 eV. Its electronic energy is -299.0990 Eh. For the HOMO energy, the calculation gives -13.42 eV. The value obtained for the gap between HOMO and LUMO is 7.8 eV. For the relative energy (zero: lowest compared OMol25 entry of this formula, charge and spin), the calculation gives 3.3478 eV.

Geometry as ORCA input:
```
! RIJCOSX wB97M-V def2-TZVPD def2/J DEFGRID3
* xyz 1 1
H 0.438 -0.466 0.838
H 2.014 -0.042 -2.610
C 1.621 -0.131 -1.523
C 1.345 -1.298 -0.828
H 0.345 -2.289 0.785
N 0.818 -1.360 0.371
H -3.087 0.823 2.004
N 1.225 1.680 -0.003
H 1.430 -2.224 -1.371
H -2.590 0.892 0.435
N 1.419 1.049 -0.921
N -2.432 1.168 1.414
H -2.546 2.197 1.410
*
```

Atomic partial charges in e from the Mulliken method, atoms 1 to 4:
1. H 0.2172
2. H 0.3262
3. C -0.2154
4. C 0.1564



The following is a DFT calculation (ωB97M-V/def2-TZVPD) of a gas-phase ion, C2H7N4O (charge +1) in a non-equilibrium geometry.

The calculation puts the LUMO energy at -4.85 eV. Its electronic energy is -374.3354 Eh. The structure (SMILES) is C/[NH+]=C(/N)NN=O. For the HOMO energy, the calculation gives -14.83 eV. The value obtained for the gap between HOMO and LUMO is 10.0 eV. For the relative energy (zero: lowest compared OMol25 entry of this formula, charge and spin), the calculation gives 3.1077 eV.

Geometry as ORCA input:
```
! RIJCOSX wB97M-V def2-TZVPD def2/J DEFGRID3
* xyz 1 1
H -0.569 -0.735 1.739
N -1.224 -1.461 -0.399
C -0.362 -0.482 -0.120
H 1.009 0.931 2.553
O -0.187 1.113 -3.181
H -1.294 -2.265 0.257
H 0.724 0.974 -1.048
N -0.506 0.236 -2.443
H 0.670 1.912 1.352
C 0.994 0.809 1.554
H 2.085 0.692 1.083
N 0.077 -0.271 1.122
N 0.037 0.296 -1.146
H -1.454 -1.750 -1.323
*
```

Atomic partial charges in e from the Mulliken method, atoms 1 to 4:
1. H 0.2428
2. N -0.3992
3. C 0.6809
4. H 0.3482



The following is a DFT calculation (ωB97M-V/def2-TZVPD) of a gas-phase ion, C2H7N4S (charge +1) in a non-equilibrium geometry.

The calculation puts the LUMO energy at -3.42 eV. Its electronic energy is -697.2212 Eh. The structure (SMILES) is CNSNN=C=[NH2+]. For the HOMO energy, the calculation gives -13.31 eV. The value obtained for the gap between HOMO and LUMO is 9.9 eV. For the relative energy (zero: lowest compared OMol25 entry of this formula, charge and spin), the calculation gives 3.3955 eV.

Geometry as ORCA input:
```
! RIJCOSX wB97M-V def2-TZVPD def2/J DEFGRID3
* xyz 1 1
N 1.480 -0.486 0.407
H 4.270 0.325 1.849
S -1.101 -1.835 -0.673
C 2.350 0.057 0.974
H 3.026 1.601 2.105
N 3.272 0.705 1.559
N -1.929 -0.634 -1.193
N 0.699 -0.995 -0.457
H -1.760 -0.233 -2.140
H -3.457 -0.161 0.117
H -2.913 1.151 -1.122
H -2.073 0.939 0.347
C -2.733 0.340 -0.359
H 0.870 -0.773 -1.411
*
```

Atomic partial charges in e from the Mulliken method, atoms 1 to 4:
1. N 0.5467
2. H 0.3179
3. S 0.1384
4. C 0.2663



The following is a DFT calculation (ωB97M-V/def2-TZVPD) of a molecular structure, C2H7N5 in a non-equilibrium geometry.

The calculation puts the LUMO energy at 0.60 eV. Its electronic energy is -354.0154 Eh. For the HOMO energy, the calculation gives -8.22 eV. The value obtained for the gap between HOMO and LUMO is 8.8 eV. For the relative energy (zero: lowest compared OMol25 entry of this formula, charge and spin), the calculation gives 4.7903 eV.

Geometry as ORCA input:
```
! RIJCOSX wB97M-V def2-TZVPD def2/J DEFGRID3
* xyz 0 1
N -0.234 0.285 0.446
H -0.092 -0.135 -2.772
H 2.193 -1.291 0.679
N 2.468 -0.341 0.030
H -2.394 1.028 2.637
N -0.824 -0.341 -1.714
C 0.227 -0.227 -0.689
N 1.470 -0.257 -1.093
H -1.614 0.422 -1.463
H 3.502 -0.576 -0.576
H 0.585 0.250 1.044
N -1.456 0.792 2.258
H -2.296 -0.012 0.159
C -1.537 0.402 1.056
*
```

Atomic partial charges in e from the Mulliken method, atoms 1 to 4:
1. N -0.2667
2. H 0.3380
3. H 0.2465
4. N -0.6688



The following is a DFT calculation (ωB97M-V/def2-TZVPD) of C2H7N5O in the gas phase in a non-equilibrium geometry.

The calculation puts the LUMO energy at 0.66 eV. Its electronic energy is -429.2631 Eh. The structure (SMILES) is [H]/N=C(NN)/C(=N/[H])NO. For the HOMO energy, the calculation gives -8.91 eV. The value obtained for the gap between HOMO and LUMO is 9.6 eV. For the relative energy (zero: lowest compared OMol25 entry of this formula, charge and spin), the calculation gives 4.3642 eV.

Geometry as ORCA input:
```
! RIJCOSX wB97M-V def2-TZVPD def2/J DEFGRID3
* xyz 0 1
H 2.424 -0.067 -0.290
H 1.947 -1.656 -1.186
H 1.178 1.195 1.706
H -2.591 0.207 0.441
C -0.610 -0.456 0.444
C 0.631 -0.567 -0.368
N -1.799 0.024 -0.285
N 1.212 1.498 0.724
H 1.853 2.353 0.470
O -1.505 1.097 -1.006
H -1.306 -1.087 2.224
N 1.537 0.442 -0.262
N 0.882 -1.615 -1.023
H -0.591 1.472 -0.573
N -0.547 -1.070 1.531
*
```

Atomic partial charges in e from the Mulliken method, atoms 1 to 4:
1. H 0.2201
2. H 0.1884
3. H 0.2513
4. H 0.2788



The following is a DFT calculation (ωB97M-V/def2-TZVPD) of C2H7N5S in the gas phase in a non-equilibrium geometry.

The calculation puts the LUMO energy at -0.01 eV. Its electronic energy is -752.1953 Eh. The structure (SMILES) is N/N=C(/C=N\S)NN. For the HOMO energy, the calculation gives -8.72 eV. The value obtained for the gap between HOMO and LUMO is 8.7 eV. For the relative energy (zero: lowest compared OMol25 entry of this formula, charge and spin), the calculation gives 3.5562 eV.

Geometry as ORCA input:
```
! RIJCOSX wB97M-V def2-TZVPD def2/J DEFGRID3
* xyz 0 1
H -3.242 -0.964 0.464
H -1.322 2.265 -0.342
H 0.670 -2.457 -0.292
H 0.144 1.890 -1.209
H 4.196 0.048 0.245
N -0.151 0.570 0.484
H -2.409 0.304 0.871
H 0.820 0.661 0.944
C 0.957 -1.513 -0.156
N 2.190 -1.253 0.064
C -0.334 -0.591 -0.164
S 2.751 0.338 -0.118
N -2.554 -0.304 0.079
N -0.278 1.970 -0.301
N -1.438 -0.964 -0.568
*
```

Atomic partial charges in e from the Mulliken method, atoms 1 to 4:
1. H 0.2355
2. H 0.2735
3. H 0.4952
4. H 0.2372



The following is a DFT calculation (ωB97M-V/def2-TZVPD) of a molecular structure, C2H7NO in a non-equilibrium geometry.

The calculation puts the LUMO energy (alpha / beta) at 4.71 / 4.67 eV. Its electronic energy is -210.2885 Eh. For the HOMO energy (alpha / beta), the calculation gives -0.89 / -3.46 eV. The value obtained for the gap between HOMO and LUMO (alpha / beta) is 5.6 / 8.1 eV. For the relative energy (zero: lowest compared OMol25 entry of this formula, charge and spin), the calculation gives 1.1851 eV.

Geometry as ORCA input:
```
! RIJCOSX wB97M-V def2-TZVPD def2/J DEFGRID3
* xyz -1 2
O -1.146 0.127 -0.413
N 1.096 0.094 0.945
H -2.485 1.001 -1.573
H 0.059 0.174 0.151
H -1.059 0.087 -2.348
H 2.326 -1.558 0.444
H 0.970 0.645 1.868
H 1.698 -1.492 2.188
C -1.499 0.719 -1.554
H -0.956 1.740 -1.752
C 1.656 -1.098 1.173
*
```

Atomic partial charges in e from the Mulliken method, atoms 1 to 4:
1. O -0.7451
2. N -0.6052
3. H 0.2387
4. H 0.4114



The following is a DFT calculation (ωB97M-V/def2-TZVPD) of 2 unconnected molecules or ions with the total composition C2H7NO in a non-equilibrium geometry.

The calculation puts the LUMO energy at 0.90 eV. Its electronic energy is -210.3406 Eh. The structure (SMILES) is C=O.CN. For the HOMO energy, the calculation gives -9.30 eV. The value obtained for the gap between HOMO and LUMO is 10.2 eV. For the relative energy (zero: lowest compared OMol25 entry of this formula, charge and spin), the calculation gives 1.5824 eV.

Geometry as ORCA input:
```
! RIJCOSX wB97M-V def2-TZVPD def2/J DEFGRID3
* xyz 0 1
H -0.586 -3.672 0.179
H 3.064 6.164 -1.449
N -2.684 -3.609 0.741
H -1.203 -2.121 0.862
C 3.403 5.693 -0.524
H -2.688 -4.577 0.441
O 3.562 4.518 -0.370
C -1.441 -3.002 0.272
H -3.466 -3.136 0.307
H -1.431 -2.657 -0.777
H 3.470 6.399 0.319
*
```

Atomic partial charges in e from the Mulliken method, atoms 1 to 4:
1. H 0.2841
2. H 0.2123
3. N -0.5389
4. H 0.2516



The following is a DFT calculation (ωB97M-V/def2-TZVPD) of 2 unconnected molecules or ions with the total composition C2H7NO in a non-equilibrium geometry.

The calculation puts the LUMO energy at -0.75 eV. Its electronic energy is -210.2276 Eh. For the HOMO energy, the calculation gives -7.31 eV. The value obtained for the gap between HOMO and LUMO is 6.6 eV. For the relative energy (zero: lowest compared OMol25 entry of this formula, charge and spin), the calculation gives 4.6582 eV.

Geometry as ORCA input:
```
! RIJCOSX wB97M-V def2-TZVPD def2/J DEFGRID3
* xyz 0 1
H -1.251 0.062 -0.397
O -2.567 -0.345 -1.216
H 2.534 0.428 1.358
C 1.802 -0.219 0.895
C 0.554 0.290 0.787
H 0.204 -0.438 -1.087
H -0.085 1.193 -0.740
H -3.295 -0.798 -1.636
H 2.216 -1.222 0.852
H 0.102 0.828 1.625
N -0.214 0.218 -0.440
*
```

Atomic partial charges in e from the Mulliken method, atoms 1 to 4:
1. H 0.2868
2. O -1.0456
3. H 0.2367
4. C -0.6762



Q: The lowest relative energy (zero: lowest compared OMol25 entry of this formula, charge and spin) belongs to which entry?
A: number 8



Q: Number 7 is which compound?
A: C2H7N5S



Q: What is the relative energy (zero: lowest compared OMol25 entry of this formula, charge and spin) in the first record?
A: 7.0455 eV



Q: What is the formula in the sixth record?
A: C2H7N5O